[1]
C17H25F3IrN6O8 | wB97M-V/def2-TZVPD

The LUMO energy (spin up / spin down) is -6.413 / -6.688 eV. The value obtained for the relative energy (zero: lowest compared OMol25 entry of this formula, charge and spin) is 88.3 kJ/mol. The expectation value of S² is 0.7547. The calculated total energy comes out at -1996.77491 Eh.

ORCA input file:
```
! RIJCOSX wB97M-V def2-TZVPD def2/J DEFGRID3
* xyz 2 2
Ir 0.24919 -1.06437 1.52683
N 1.30872 0.55699 2.59033
C 1.00919 1.92905 2.30208
C 1.36168 2.59479 1.01929
C 2.33679 3.78210 1.25230
C 3.30278 4.04899 0.10603
N 2.58743 4.50435 -1.09232
C 3.11642 4.57505 -2.31627
N 2.46311 5.22163 -3.28114
N 4.28218 4.00212 -2.58897
C -1.86266 1.66934 1.65752
O -2.23973 2.67489 2.05629
O -1.49902 0.63893 1.23543
H 1.17099 0.36660 3.57895
H 2.27853 0.31887 2.35462
H 0.66575 2.51283 3.14493
H 0.44876 2.98130 0.55107
H 1.77943 1.87944 0.31329
H 2.94974 3.58408 2.13236
H 1.76938 4.69024 1.46974
H 3.83850 3.13211 -0.12437
H 4.02757 4.80732 0.41057
H 1.75729 5.05501 -0.93419
H 1.59702 5.69981 -3.10223
H 2.81823 5.25567 -4.22189
H 4.79526 3.49200 -1.89230
H 4.66599 4.02515 -3.51893
C -4.45303 -0.95276 -0.20958
C -4.17770 -2.19573 -1.04480
C -3.15383 -3.19673 -0.44720
C -3.08019 -4.46738 -1.31077
C -1.97791 -5.42987 -0.88748
C -3.63658 -3.57118 0.95110
O -4.53907 -4.31729 1.17025
N -3.01317 -2.92186 2.06329
C -1.90158 -2.22161 1.90279
O -1.25138 -1.62332 2.84779
N -1.27480 -2.06817 0.73679
C -1.78584 -2.50859 -0.49745
O -1.17968 -2.30725 -1.50857
H -5.10678 -0.27736 -0.75898
H -3.53407 -0.40583 0.01521
H -4.95545 -1.19325 0.72936
H -3.81242 -1.92277 -2.03523
H -5.10731 -2.74998 -1.18714
H -2.96041 -4.16583 -2.35073
H -4.04798 -4.96274 -1.22544
H -0.98625 -5.00201 -1.04776
H -2.02947 -6.34465 -1.47456
H -2.07170 -5.71069 0.16475
H -3.39624 -3.07970 2.98823
O 1.60874 -3.53005 2.40141
C 1.12350 -2.57742 2.04970
F 4.18744 -1.12325 -1.66110
C 3.14325 -0.34606 -1.47785
F 2.38182 -0.34956 -2.56072
F 3.59560 0.93148 -1.30760
C 2.36597 -0.72070 -0.19976
O 1.08373 -0.49782 -0.23953
O 2.96427 -1.12438 0.78254
*
```



[2]
C17H25F6LaN2O5S3 | wB97M-V/def2-TZVPD

The LUMO energy is 0.004 eV. The value obtained for the relative energy (zero: lowest compared OMol25 entry of this formula, charge and spin) is 50.6 kJ/mol. The calculated total energy comes out at -2973.76043 Eh.

ORCA input file:
```
! RIJCOSX wB97M-V def2-TZVPD def2/J DEFGRID3
* xyz 0 1
La -0.19728 -0.64131 -0.09148
C -3.37719 0.35734 -3.60359
C -1.96359 -0.00162 -3.13253
C -0.98785 0.92808 -3.87889
C -1.66863 -1.43972 -3.56683
C -1.82091 0.16496 -1.60364
H -3.48676 0.25116 -4.69180
H -3.61329 1.39201 -3.33647
H -4.11106 -0.29155 -3.11884
H -1.05022 0.79649 -4.96818
H 0.04190 0.72774 -3.56974
H -1.21164 1.97504 -3.65192
H -1.74804 -1.55478 -4.65380
H -2.37402 -2.12764 -3.09366
H -0.65496 -1.73804 -3.28324
H -2.33115 1.11702 -1.33195
N -0.09340 -0.41207 2.81274
C -0.13820 -1.54806 3.67194
C -1.36208 -2.03824 4.10968
C -1.40990 -3.18197 4.89338
C -0.24122 -3.84765 5.23885
C 0.97825 -3.35311 4.79733
C 1.03332 -2.20614 4.02028
H -0.76454 0.29610 3.08523
H 0.83117 0.00244 2.77815
H -2.27759 -1.52752 3.83032
H -2.36839 -3.55538 5.23072
H -0.28097 -4.74366 5.84367
H 1.89775 -3.85961 5.06312
H 1.98626 -1.82441 3.67113
F 1.21022 -5.00812 0.28790
C 0.85773 -3.77693 0.02117
F -0.36168 -3.73917 -0.54207
F 0.75629 -3.07232 1.16831
S 2.04039 -2.96127 -1.16584
O 1.23087 -1.81375 -1.60804
O 2.34715 -3.97988 -2.10133
N 3.28700 -2.46687 -0.34529
S 3.34427 -0.95753 0.16128
O 2.13643 -0.56773 0.88696
O 4.60162 -0.67525 0.76060
C 3.30019 0.15387 -1.36652
F 4.14146 1.14944 -1.15453
F 2.07986 0.68725 -1.55729
F 3.65159 -0.50725 -2.45175
O 0.19974 1.79932 0.46198
S -0.02771 2.76225 -0.71253
C 1.17527 4.10015 -0.36788
C 0.42047 5.30096 0.21600
C -0.85377 4.74206 0.84544
C -1.41240 3.78742 -0.20071
H 1.71119 4.31768 -1.29087
H 1.86498 3.64566 0.34404
H 0.15540 5.99569 -0.58353
H 1.03545 5.84499 0.93232
H -1.57009 5.52033 1.10730
H -0.61290 4.18376 1.75281
H -1.74816 4.30993 -1.10101
H -2.19664 3.10942 0.13311
*
```



[3]
C17H25LaN4O9P2 | wB97M-V/def2-TZVPD

The LUMO energy is -6.878 eV. The value obtained for the relative energy (zero: lowest compared OMol25 entry of this formula, charge and spin) is 0.0 kJ/mol. The calculated total energy comes out at -2272.55879 Eh.

ORCA input file:
```
! RIJCOSX wB97M-V def2-TZVPD def2/J DEFGRID3
* xyz 2 1
La -0.54715 -0.55624 0.10208
P -3.14623 0.17106 -1.05884
C -2.60068 0.61127 -2.78878
C -1.14056 0.93865 -3.09917
N -0.10435 0.61325 -2.27380
C 1.15922 0.97169 -2.63054
C 1.40833 1.59197 -3.84914
C 0.35560 1.95125 -4.68543
C -0.93589 1.59542 -4.31103
C 2.35014 0.73162 -1.67955
P 2.75784 -0.97807 -1.13924
H -1.79762 1.84733 -4.93276
H 2.43677 1.85221 -4.08477
H 0.53795 2.48264 -5.61173
H 3.26112 1.09406 -2.18060
H 2.25667 1.36576 -0.77783
H -3.00071 -0.15194 -3.47471
H -3.20909 1.51234 -3.00824
H -1.45608 -3.26618 -2.87698
O -1.80783 -3.22067 -3.77161
H -1.07396 -2.83422 -4.28288
H 1.63870 -1.79981 -0.80127
O -0.15564 -2.58897 -0.34243
H -0.09546 -3.56753 -0.34871
C 3.53135 -1.94798 -2.43708
H 4.53585 -1.61924 -2.73165
H 3.61103 -2.98576 -2.08538
H 2.89678 -1.93322 -3.33231
C 3.76059 -0.85286 0.34730
H 3.62126 -1.78365 0.91283
H 4.82998 -0.74648 0.12276
H 3.44306 -0.00979 0.97954
C -4.06380 1.71652 -0.76481
H -5.04190 1.68013 -1.25281
H -4.18293 1.83564 0.31689
H -3.47841 2.55042 -1.16697
C -4.49125 -1.04674 -1.33295
H -4.74470 -1.49834 -0.35899
H -5.38638 -0.54377 -1.72909
H -4.15724 -1.84279 -2.02028
O 0.30591 -0.34816 7.97398
N 0.84242 0.55344 7.29217
O 1.55975 1.44322 7.79022
C 0.60927 0.55506 5.86274
C -0.22207 -0.43604 5.32285
C -0.39041 -0.47853 3.94044
C 0.11413 0.59563 3.11257
O -0.35396 0.83312 1.94056
C 1.10572 1.44722 3.68200
C 1.25195 1.51993 5.06359
N 1.86927 2.27015 2.74880
O 2.26781 3.38606 3.12750
O 2.13197 1.79616 1.61573
N -1.15518 -1.54485 3.34934
O -1.85125 -2.27925 4.04511
O -1.01288 -1.76486 2.08859
H -0.70011 -1.18447 5.95308
H 1.85326 2.29721 5.53169
*
```



[4]
C17H25N3O3S | wB97M-V/def2-TZVPD

The LUMO energy is 0.632 eV. The value obtained for the relative energy (zero: lowest compared OMol25 entry of this formula, charge and spin) is 116.9 kJ/mol. The SMILES is CC[C@H](C)[C@H](NC(=S)Nc1ccccc1)C(=O)N[C@H]1CCO[C@H]1O. The calculated total energy comes out at -1450.97321 Eh.

ORCA input file:
```
! RIJCOSX wB97M-V def2-TZVPD def2/J DEFGRID3
* xyz 0 1
O -1.40079 -0.20629 -2.55262
S 1.29552 -3.01534 0.35881
O 3.35336 -0.59734 -1.93114
O 3.56175 0.23775 -3.91742
C -0.63466 -0.63762 -1.72283
C 0.62182 -1.80823 1.27454
C 1.08015 2.36708 4.14837
C -0.02121 1.50805 4.18749
C 2.26199 1.96480 3.53747
C 0.07433 0.26362 3.57911
C 2.33724 0.69843 2.87562
C 1.23228 -0.14476 2.91662
N 1.32345 -1.40526 2.36911
N 0.73599 -0.62195 -1.93513
N -0.47508 -1.09359 0.80615
C -4.26815 1.04053 0.30391
C 2.64510 1.29307 -4.31265
C 2.82009 -0.78485 -3.22601
C 1.41653 1.12068 -3.46043
C -3.32135 -1.82642 0.98177
C -2.80835 0.56039 0.24605
C 1.35957 -0.39018 -3.24279
C -1.23568 -1.33857 -0.42221
C -2.70450 -0.94550 -0.13826
H 4.25934 -0.29764 -2.05586
H 0.96500 3.31865 4.65585
H -0.93673 1.80890 4.67258
H 3.16009 2.60176 3.51288
H -0.80474 -0.41138 3.63276
H 3.26712 0.36695 2.40942
H 2.27795 -1.77783 2.32642
H 1.24539 -1.20252 -1.26916
H -0.58192 -0.17037 1.24702
H -4.68712 0.92669 -0.67971
H -4.28769 2.08749 0.59489
H -4.86363 0.47980 1.06162
H 3.13823 2.26615 -4.16918
H 2.31083 1.12430 -5.34731
H 2.97201 -1.76963 -3.63552
H 1.51561 1.66434 -2.48640
H 0.49159 1.52467 -3.93925
H -2.80414 -1.62516 1.90911
H -4.35141 -1.62879 1.16639
H -3.26048 -2.91406 0.76230
H -2.32585 0.74113 1.20741
H -2.24607 1.12175 -0.50935
H 0.82424 -0.89328 -4.05236
H -1.25798 -2.41289 -0.67876
H -3.26904 -1.16754 -1.05931
*
```